Record 1
74
Properties=species:S:1:pos:R:3 method="wB97M-V/def2-TZVPD" max_force_ev_per_a=2.13 total_charge=-2 relative_energy_kj_mol=67.9 orbital_gap_ev=6.346 e_tot_ev=-102827.8982
Ca -0.5134 0.7430 -1.2806
O -1.9825 -0.7010 -1.7628
C -3.2297 -0.7896 -1.4656
C -4.1183 -1.5584 -2.2723
C -5.4536 -1.7108 -1.9598
C -6.0050 -1.1163 -0.8118
C -5.1656 -0.3598 -0.0118
C -3.8098 -0.1712 -0.2970
C -3.0491 0.6630 0.6687
N -1.8172 0.9561 0.5640
N -1.2268 1.7229 1.6038
C 0.0440 1.9668 1.3350
O 0.7273 1.6252 0.3009
C 0.7711 2.7261 2.4198
C 2.1568 2.6371 2.4974
C 2.8557 3.3514 3.4680
C 2.1732 4.1749 4.3593
C 0.7864 4.2665 4.2813
C 0.0907 3.5408 3.3209
H -3.6883 -2.0186 -3.1554
H -6.0881 -2.2985 -2.6165
H -7.0507 -1.2395 -0.5625
H -5.5624 0.1147 0.8827
H -3.5971 1.0419 1.5327
H 2.6692 2.0068 1.7791
H 3.9350 3.2664 3.5261
H 2.7174 4.7465 5.1032
H 0.2457 4.9056 4.9710
H -0.9895 3.5918 3.2496
F 4.5229 -4.6388 1.7865
C 3.8235 -4.0039 0.8236
C 2.9994 -2.9503 1.1289
F 2.8929 -2.5481 2.4091
C 2.2881 -2.3042 0.1295
F 1.5470 -1.2582 0.5268
C 2.3292 -2.6659 -1.2189
S 1.3987 -1.8800 -2.4804
C 3.1971 -3.7316 -1.4715
F 3.3628 -4.1849 -2.7260
C 3.9222 -4.3879 -0.4924
F 4.7343 -5.4160 -0.8186
O -1.2945 3.5500 -4.3122
C -0.8215 2.8925 -3.3866
O -1.4202 2.4067 -2.3663
C 0.7227 2.6988 -3.4143
C 1.4646 3.5789 -4.2482
C 2.8148 3.5252 -4.2251
C 3.4697 2.6176 -3.3568
C 4.8850 2.5622 -3.2472
C 5.4733 1.6984 -2.3747
C 4.6686 0.8590 -1.5584
C 3.3092 0.8943 -1.6503
C 2.6762 1.7730 -2.5698
N 1.2883 1.7999 -2.6333
H 0.9070 4.2603 -4.8745
H 3.4130 4.1805 -4.8525
H 5.4837 3.2283 -3.8615
H 6.5540 1.6590 -2.2921
H 5.1372 0.1824 -0.8534
H 2.6840 0.2872 -1.0142
F -5.3001 -2.4761 3.8236
C -4.7008 -3.5023 3.1879
F -5.6450 -4.1240 2.4657
F -4.3166 -4.3673 4.1517
C -3.5373 -3.0505 2.3613
C -3.4045 -3.4421 1.0461
C -2.2788 -3.0135 0.3541
N -1.3381 -2.2486 0.9017
C -1.4912 -1.8621 2.1737
C -2.5728 -2.2431 2.9451
H -4.1572 -4.0436 0.5566
H -2.1269 -3.2806 -0.6879
H -0.7251 -1.2035 2.5743
H -2.6643 -1.9112 3.9737


Record 2
74
Properties=species:S:1:pos:R:3 method="wB97M-V/def2-TZVPD" max_force_ev_per_a=0.54 total_charge=-2 relative_energy_kj_mol=0.0 orbital_gap_ev=6.118 e_tot_ev=-102828.6022
Ca 0.5303 -0.3210 0.4231
O 2.1000 -0.1853 -1.2892
C 2.1344 0.3558 -2.4443
C 2.8846 -0.2493 -3.4999
C 2.9764 0.3020 -4.7549
C 2.3269 1.5092 -5.0585
C 1.5848 2.1148 -4.0663
C 1.4570 1.5773 -2.7784
C 0.6062 2.2893 -1.8424
N 0.2405 1.8787 -0.6871
N -0.6927 2.6816 -0.0527
C -0.8410 2.3238 1.2045
O -0.1371 1.4887 1.8564
C -2.0229 2.9389 1.9020
C -2.2344 2.6596 3.2475
C -3.3570 3.1464 3.9035
C -4.2871 3.9172 3.2175
C -4.0845 4.1942 1.8693
C -2.9615 3.7076 1.2160
H 3.3829 -1.1821 -3.2607
H 3.5566 -0.2054 -5.5188
H 2.3985 1.9477 -6.0461
H 1.0655 3.0453 -4.2819
H 0.2032 3.2482 -2.1881
H -1.5122 2.0314 3.7529
H -3.5146 2.9112 4.9497
H -5.1688 4.2907 3.7255
H -4.8133 4.7813 1.3217
H -2.7981 3.8929 0.1625
F 0.1663 -5.9622 -4.3295
C 0.6734 -5.3547 -3.2344
C 0.1281 -4.1767 -2.7607
F -0.9166 -3.6340 -3.4118
C 0.6505 -3.5712 -1.6381
F 0.0583 -2.4289 -1.2377
C 1.7326 -4.0881 -0.9015
S 2.3205 -3.3476 0.5179
C 2.2586 -5.2768 -1.4366
F 3.3026 -5.8775 -0.8370
C 1.7489 -5.8945 -2.5617
F 2.2965 -7.0430 -3.0176
O -2.4875 -2.3629 2.9768
C -1.8541 -1.7434 2.1157
O -0.6201 -1.7193 1.8948
C -2.6933 -0.8512 1.1727
C -4.0082 -0.4810 1.5460
C -4.7171 0.3482 0.7361
C -4.1637 0.7607 -0.5008
C -4.8507 1.5915 -1.4154
C -4.2761 1.9287 -2.6095
C -2.9965 1.4353 -2.9444
C -2.3077 0.6411 -2.0734
C -2.8658 0.3040 -0.8191
N -2.1364 -0.4506 0.0526
H -4.3827 -0.8581 2.4866
H -5.7070 0.6971 1.0124
H -5.8381 1.9541 -1.1500
H -4.8039 2.5697 -3.3057
H -2.5509 1.6971 -3.8962
H -1.3227 0.2630 -2.3161
F 7.0505 -1.2385 3.9161
C 5.9080 -0.9224 4.5472
F 5.7069 -1.8677 5.4857
F 6.1496 0.2256 5.2203
C 4.7390 -0.7851 3.6181
C 3.4700 -0.6335 4.1544
C 2.4091 -0.4774 3.2793
N 2.5717 -0.4703 1.9589
C 3.7886 -0.6285 1.4462
C 4.9115 -0.7858 2.2471
H 3.3107 -0.6459 5.2242
H 1.3917 -0.3664 3.6350
H 3.8450 -0.6422 0.3647
H 5.8877 -0.9214 1.8057


Record 3
72
Properties=species:S:1:pos:R:3 method="wB97M-V/def2-TZVPD" max_force_ev_per_a=1.27 total_charge=-1 relative_energy_kj_mol=265.2 orbital_gap_ev=4.754 e_tot_ev=-78482.9917
La 0.3243 0.6125 0.4429
C -0.6158 -3.8483 -4.1889
C -1.8988 -3.6233 -3.5046
C -2.0819 -2.5561 -2.7229
C -0.9831 -1.6431 -2.3921
C 0.4358 -2.1334 -2.7483
C 0.4525 -3.1297 -3.8687
N -1.1026 -0.5232 -1.7592
C -2.3377 0.1403 -1.8287
C -3.0993 0.1123 -3.0156
C -4.2915 0.7807 -3.1382
C -4.7651 1.5084 -2.0257
C -4.0446 1.5987 -0.8670
C -2.7758 0.9488 -0.7255
N -2.0380 1.0161 0.3896
N -2.6785 1.6632 1.4684
C -1.9865 1.7129 2.5745
C -2.6316 2.2676 3.7521
C -1.9975 2.2778 4.9443
C -0.6716 1.7556 5.0610
C -0.0892 1.2937 3.9216
N -0.6738 1.2732 2.7005
H -0.5542 -4.5999 -4.9669
H -2.7187 -4.3114 -3.6722
H -3.0483 -2.3484 -2.2824
H 1.0614 -1.2656 -2.9482
H 1.3954 -3.2708 -4.3843
H -2.6872 -0.4078 -3.8727
H -4.8316 0.7780 -4.0758
H -5.7108 2.0351 -2.1012
H -4.3940 2.1730 -0.0238
H -3.6370 2.6493 3.6275
H -2.4982 2.6823 5.8178
H -0.1385 1.7351 6.0015
H 0.9263 0.9021 3.9530
I 4.9303 -1.4033 2.5018
C 3.0380 -2.2116 2.8234
C 2.9106 -3.4039 3.5592
C 1.6803 -3.9365 3.8124
I 1.5812 -5.7019 4.9338
C 0.5089 -3.3130 3.3120
C -0.8137 -3.7664 3.5364
C -1.8692 -3.1063 2.9838
C -1.6228 -1.9878 2.1648
N -0.4171 -1.5365 1.9447
C 0.6550 -2.1448 2.5290
C 1.9469 -1.5213 2.3043
O 2.0367 -0.4111 1.6466
H 3.7998 -3.8942 3.9301
H -0.9747 -4.6360 4.1599
H -2.8863 -3.4316 3.1592
H -2.4326 -1.4447 1.6849
I 2.4355 2.8909 1.8547
C 3.1943 3.5193 -0.0038
C 4.2096 4.4285 0.0688
C 4.7728 4.9464 -1.1175
C 4.2903 4.5342 -2.3230
C 3.2391 3.5842 -2.4051
C 2.7565 3.1778 -3.6779
C 1.7413 2.2775 -3.7629
C 1.1756 1.7355 -2.5789
C 1.5857 2.0536 -1.2993
C 2.6472 3.0284 -1.2298
H 4.5802 4.7562 1.0312
H 5.5745 5.6730 -1.0567
H 4.7002 4.9280 -3.2468
H 3.2083 3.6043 -4.5673
H 1.3612 1.9716 -4.7325
H 0.3618 1.0285 -2.7231
F 1.1589 -1.8619 -0.4200
B 0.7703 -2.7186 -1.3561
F 0.5512 -3.9620 -0.9826


Record 4
72
Properties=species:S:1:pos:R:3 method="wB97M-V/def2-TZVPD" max_force_ev_per_a=0.58 total_charge=+1 relative_energy_kj_mol=0.0 orbital_gap_ev="4.959 / 4.797" spin_multiplicity=4 e_tot_ev=-93352.6818
Cr -0.0283 -0.4566 -0.2385
C -3.7981 4.7944 -1.0191
C -4.2920 4.0784 -2.1250
C -3.9028 2.7773 -2.3700
C -2.9923 2.2050 -1.4844
C -2.3767 0.8955 -1.4433
N -2.6856 -0.0977 -2.2660
C -2.1089 -1.2748 -2.2206
C -2.5039 -2.4050 -3.0451
C -3.5561 -2.5798 -3.9353
C -3.6553 -3.8083 -4.5630
C -2.7311 -4.8346 -4.3101
C -1.6840 -4.6569 -3.4241
C -1.5878 -3.4219 -2.7954
C -0.6322 -2.8975 -1.8328
N 0.4612 -3.5432 -1.4707
C 1.3037 -3.0732 -0.5754
N 1.1384 -1.9659 0.2132
C 2.1953 -1.8863 1.0917
N 2.3227 -1.0418 2.0866
C 1.4868 -0.0320 2.2851
N 0.5794 0.4723 1.3913
C -0.0511 1.5598 1.9770
N -0.9565 2.3392 1.4236
C -1.5769 2.0377 0.2953
N -1.5136 0.8449 -0.3830
C -2.4999 2.9165 -0.3895
C -2.9014 4.2261 -0.1367
C 0.4947 1.7546 3.3029
C 0.1866 2.6674 4.3084
C 0.8666 2.5441 5.5031
C 1.8266 1.5345 5.6998
C 2.1307 0.6297 4.7036
C 1.4503 0.7584 3.4950
C 3.1148 -2.9789 0.8169
C 4.3368 -3.3229 1.3778
C 4.9805 -4.4332 0.8601
C 4.4184 -5.1806 -0.1855
C 3.1978 -4.8373 -0.7401
C 2.5570 -3.7214 -0.2203
N -1.0045 -1.6312 -1.4814
H -4.1338 5.8102 -0.8584
H -4.9946 4.5594 -2.7921
H -4.2871 2.2190 -3.2123
H -4.2665 -1.7866 -4.1227
H -4.4631 -3.9876 -5.2594
H -2.8458 -5.7827 -4.8178
H -0.9690 -5.4422 -3.2222
H -2.5280 4.7675 0.7216
H -0.5583 3.4356 4.1541
H 0.6560 3.2327 6.3102
H 2.3289 1.4653 6.6551
H 2.8647 -0.1506 4.8495
H 4.7638 -2.7438 2.1849
H 5.9369 -4.7328 1.2666
H 4.9535 -6.0409 -0.5644
H 2.7570 -5.4093 -1.5446
C 0.0503 0.1764 -6.0261
C 1.3176 -0.1885 -5.2521
C 1.2970 0.3742 -3.8700
N 1.1910 -0.3290 -2.8100
N 1.1250 0.4465 -1.6602
C 1.2119 1.7429 -1.9004
N 1.2178 2.6709 -0.9426
S 1.3380 2.1042 -3.5726
H 0.0640 -0.2964 -7.0062
H -0.0318 1.2536 -6.1775
H -0.8401 -0.1615 -5.4922
H 2.2048 0.1649 -5.7808
H 1.4063 -1.2690 -5.1406
H 1.1611 2.3909 0.0249
H 1.2654 3.6502 -1.1584


Record 5
70
Properties=species:S:1:pos:R:3 method="wB97M-V/def2-TZVPD" max_force_ev_per_a=1.33 total_charge=+1 relative_energy_kj_mol=89.8 orbital_gap_ev="5.625 / 6.279" spin_multiplicity=3 e_tot_ev=-133682.0451
Mo -0.6346 -1.2464 -0.3866
C -2.0267 0.5800 -1.0080
C -2.7470 -0.6429 -1.1260
C -2.8524 -0.9280 -2.5372
C -2.2184 0.0830 -3.2446
C -1.7159 1.0134 -2.3327
H -2.1021 1.2432 -0.1552
H -3.4881 -0.9632 -0.4038
H -3.3516 -1.7836 -2.9665
H -2.1108 0.1259 -4.3160
H -1.1825 1.9200 -2.5799
Cl 5.0979 -2.7455 -4.8071
C 3.6393 -2.3178 -3.9856
C 2.6891 -1.5283 -4.6327
C 1.4998 -1.2100 -4.0051
C 1.2521 -1.6620 -2.7107
O 0.0837 -1.3850 -2.1362
C 2.2341 -2.4157 -2.0384
C 2.0069 -2.9017 -0.7032
N 1.0071 -2.5421 0.0254
C 0.7105 -3.2231 1.2371
C 1.6077 -3.6212 2.1852
C 1.1588 -4.3449 3.3134
C -0.1532 -4.6979 3.4392
C -1.0941 -4.3249 2.4454
C -2.4481 -4.7382 2.4390
C -3.2541 -4.4075 1.3845
C -2.7567 -3.5652 0.3765
N -1.5212 -3.1016 0.3826
C -0.6682 -3.5417 1.3667
C 3.4182 -2.7616 -2.7005
H 2.8887 -1.1749 -5.6339
H 0.7450 -0.6147 -4.4984
H 2.7024 -3.6445 -0.3120
H 2.6543 -3.3645 2.0865
H 1.8733 -4.6359 4.0697
H -0.4893 -5.2718 4.2913
H -2.8300 -5.3273 3.2623
H -4.2765 -4.7495 1.3272
H -3.3899 -3.2400 -0.4379
H 4.1585 -3.3737 -2.2033
Br -2.0274 6.2025 -2.5078
C -1.1055 5.8444 -0.9005
C 0.1216 6.4440 -0.6652
C 0.7835 6.1744 0.5207
C 0.2499 5.2809 1.4418
C -0.9998 4.7088 1.2070
C -1.6797 4.9953 0.0380
N 1.0236 5.1376 2.6381
N 1.0361 4.1097 3.3095
C 0.5042 2.8852 2.8129
C -0.3600 2.1805 3.6125
C -0.9272 0.9565 3.2089
C -0.5837 0.4307 1.9874
O -1.0450 -0.6971 1.4517
C 0.3671 1.1129 1.1868
N 0.6493 0.5020 -0.0014
C 1.5621 1.0413 -0.7824
C 2.2558 2.2095 -0.4278
C 1.9553 2.8498 0.7424
C 0.9519 2.3202 1.5854
H 0.5425 7.1258 -1.3897
H 1.7313 6.6446 0.7446
H -1.4658 4.0696 1.9446
H -2.6547 4.5669 -0.1458
H -0.6393 2.6131 4.5642
H -1.6273 0.4359 3.8472
H 1.7562 0.5514 -1.7281
H 3.0177 2.5894 -1.0918
H 2.4912 3.7453 1.0266


Record 6
80
Properties=species:S:1:pos:R:3 method="wB97M-V/def2-TZVPD" max_force_ev_per_a=3.49 total_charge=-1 relative_energy_kj_mol=59.6 orbital_gap_ev=5.617 e_tot_ev=-284901.7026
Mg 0.1601 0.3163 0.2431
C -0.4204 2.0052 -4.1499
C -1.3257 0.8314 -4.2225
N -0.5554 -0.3888 -3.9442
C 0.5888 -0.6061 -4.8371
C 0.2535 -0.3462 -6.3455
C -0.5945 -1.1083 -2.8082
S -1.8039 -0.7142 -1.6076
N 0.3309 -2.0842 -2.6195
C 0.9127 -2.3598 -1.4288
O 1.0885 -1.5027 -0.5111
C 1.5334 -3.7421 -1.3438
C 1.9233 -4.2945 -0.0794
C 2.5793 -5.5269 0.0280
C 2.8991 -6.2199 -1.1231
C 2.4614 -5.7317 -2.3208
C 1.6184 -4.6278 -2.4384
H -1.0121 2.9262 -4.0355
H 0.2209 2.1042 -5.0845
H 0.3035 1.9120 -3.3592
H -1.7832 0.7531 -5.1907
H -2.1950 0.7871 -3.4593
H 0.8754 -1.6217 -4.6574
H 1.4091 0.0073 -4.3884
H -0.7968 -0.2272 -6.6060
H 0.5743 -1.2713 -6.9332
H 0.8887 0.4548 -6.7259
H 1.8620 -3.7096 0.8384
H 2.8157 -5.9814 1.0170
H 3.6137 -7.0217 -1.0924
H 2.8060 -6.1486 -3.2772
H 1.1483 -4.3200 -3.3615
Se 1.8040 -1.3694 7.5873
N 2.8664 -1.3989 6.0659
C 2.3942 -0.4320 5.2988
C 2.8387 -0.3128 3.8976
C 3.8977 -1.0303 3.3202
C 3.8888 -1.1713 1.9562
C 2.9520 -0.5129 1.2099
N 2.0260 0.3709 1.7140
C 1.9786 0.4811 3.1044
C 0.8964 1.2389 3.6845
N 0.1105 1.9304 2.7781
C -0.7987 2.7208 3.2958
C -1.0922 2.9136 4.6413
C -0.2994 2.2925 5.5990
C 0.7269 1.4501 5.1042
C 1.3494 0.4401 5.9109
N 0.8511 0.1029 7.0618
H 4.5550 -1.5986 4.0505
H 4.5565 -1.8346 1.4265
H 2.9926 -0.5186 0.1452
H -1.4180 3.2883 2.5696
H -1.9450 3.5245 5.0252
H -0.5397 2.3064 6.6481
Br 1.2802 6.9836 -3.1000
C -0.0968 5.9512 -2.3090
C -1.3267 6.4828 -1.8897
N -2.1397 5.7375 -1.1090
C -1.7881 4.4827 -0.8150
C -0.5712 3.9219 -1.2562
C 0.2994 4.6977 -1.9717
C -0.1349 2.5706 -0.7746
O 1.0151 2.1146 -1.0601
O -1.0274 1.9322 -0.0535
H -1.6142 7.5282 -2.1019
H -2.4208 3.9381 -0.1283
H 1.2065 4.3080 -2.3795
F -6.8455 -1.5948 1.1284
C -5.5414 -1.4504 1.5623
C -4.9355 -0.1955 1.7345
F -5.6957 0.9418 1.6321
C -3.6134 -0.0595 2.0149
F -3.0708 1.1420 2.4064
C -2.7511 -1.2234 2.0708
Se -0.9084 -1.2658 2.2986
C -3.4304 -2.4451 2.0165
F -2.7356 -3.5713 2.1983
C -4.7931 -2.5600 1.8169
F -5.3323 -3.7915 1.7985